Computed, not measured: a molecular structure, C4H10HfN2O5S, with wB97M-V/def2-TZVPD.

Last column: Mulliken charge in e.
Cartesian coordinates (Å):
Hf (4.195663, 4.298849, -1.125784)  1.3103
S (1.045071, 0.020126, -1.629034)  0.7399
O (1.945897, 1.135071, -0.655687)  -0.5023
O (1.214624, 3.367050, -0.754428)  -0.4850
O (-0.310843, -0.673295, -0.709096)  -0.2893
O (1.885311, -1.104627, -1.715865)  -0.2685
O (0.277248, 4.118429, 1.299803)  0.0387
N (1.222066, 3.663282, 1.003641)  0.5225
N (-0.528885, -2.954082, 1.270162)  -0.0953
C (-2.321110, -1.471014, 0.401348)  -0.5764
C (2.095497, 2.440543, -1.116849)  0.5642
C (-1.268061, -0.207503, 0.134287)  -0.3092
C (-1.647082, -2.777940, 0.515296)  -0.2769
H (-2.474632, -3.467545, 0.983350)  0.4443
H (2.229212, 2.488882, -2.216392)  0.6939
H (-1.966255, 0.544377, -0.258802)  0.3930
H (3.123288, 2.768778, -0.575036)  -0.2658
H (-1.456410, -3.279458, -0.461724)  0.4281
H (-0.165498, -3.914050, 1.391282)  0.3685
H (-3.104896, -1.544215, -0.350328)  0.4194
H (-0.810396, 0.102807, 1.072752)  0.4214
H (-2.775855, -1.110844, 1.340396)  0.3965
H (-0.403953, -2.443620, 2.156708)  0.3279

Forces on atoms 1 to 6 (eV/Å):
Hf -0.167 0.318 -0.286
S 0.595 0.130 -0.386
O -0.541 -0.200 0.126
O 0.273 -0.202 -0.609
O -0.080 0.043 0.318
O -0.060 0.086 0.066

Its HOMO-LUMO gap is 0.1463 Ha. For the highest occupied orbital energy, the calculation gives -22.898 eV. Its lowest unoccupied orbital energy is -18.915 eV. For the strongest force on any atom, the calculation gives 0.039 Eh/bohr. Its spin multiplicity is 1. The charge is +4.